Record 1
The following is a DFT calculation (ωB97M-V/def2-TZVPD) of C12H34N3O4Ti as an isolated structure at a distorted geometry.

The geometry in XYZ format:
```
54
Properties=species:S:1:pos:R:3:forces:R:3
Ti -0.936100 0.157669 -1.864614 0.214 -0.715 -2.589
O -0.940491 -0.254262 -4.163633 0.295 0.424 1.228
O 0.054397 -4.120319 1.305964 1.186 -0.682 0.473
O -1.683218 -0.093358 3.671767 -0.874 -0.741 -0.672
O 2.675061 1.924431 -3.432599 -1.471 -1.529 2.014
N -0.185000 2.372521 -2.202213 -0.130 -1.592 -0.494
N -2.329722 0.558942 0.091005 0.446 0.971 -1.485
N 0.690873 -1.761196 -1.495235 -0.653 0.028 -0.649
C -0.508205 -0.145689 4.395920 1.489 0.595 0.251
C 2.867441 3.162430 -3.958651 0.662 1.187 -1.134
C -0.206029 -3.212943 0.298374 0.904 0.089 -1.324
C 1.070774 2.746088 -1.572592 -0.653 1.700 0.792
C -2.688571 0.391471 1.469448 0.511 -1.264 1.227
C -3.713260 -0.732186 1.473986 -0.163 -0.058 1.118
C 2.286140 1.928488 -1.997775 0.618 -0.950 -1.558
C 1.914784 -1.734650 0.534285 0.938 -0.504 0.023
C -0.071780 -3.614219 2.601850 -0.703 0.116 0.142
C -1.380529 0.098818 2.307587 -1.852 0.606 -0.768
C 1.129471 -2.607122 -0.403003 -2.203 -0.421 1.385
C 0.810668 2.727820 -0.055912 1.395 -0.448 0.183
H 2.832475 -1.448179 0.020584 0.107 0.298 -0.079
H 0.279336 -0.786916 4.000050 -0.105 -0.384 -0.712
H -3.194511 0.468698 -0.422911 -0.102 -0.580 -0.461
H -0.796592 0.998897 2.115305 0.573 0.197 0.435
H -0.794335 -3.820471 -0.389307 0.165 0.343 -0.794
H -1.140682 -3.540441 2.802084 -0.235 0.014 0.483
H -0.886589 -2.433619 0.641265 0.179 0.488 -0.033
H 0.388618 -4.312919 3.300389 0.052 0.180 -0.041
H -0.974694 2.937062 -1.923330 0.137 0.402 0.159
H -2.213927 1.551816 -0.053526 0.651 0.485 -0.102
H -0.118321 2.423344 -3.208724 -0.103 -0.231 -0.327
H -0.576547 -0.517677 5.418198 -0.805 0.532 0.058
H 2.268799 -2.296188 1.398833 -0.274 0.155 0.256
H -0.104909 0.862005 4.295903 0.537 0.209 0.875
H 3.243079 2.130927 -1.516748 -0.357 0.725 0.722
H -3.282658 -1.646293 1.065228 0.032 0.052 -0.203
H -4.059077 -0.972128 2.479445 0.092 0.049 0.101
H -0.740282 -0.005408 -5.086959 -0.142 -0.155 1.069
H 3.715966 3.684665 -3.516644 -0.099 0.441 0.646
H 1.501954 -1.657651 -2.088132 0.175 0.684 -0.323
H 3.205991 3.061332 -4.989800 -0.311 -0.308 -0.207
H 1.692632 3.130637 0.442067 0.002 0.199 0.154
H 0.720094 1.710180 0.323973 -0.179 -0.241 -0.185
H 1.199566 3.798936 -1.823658 0.683 0.238 -0.004
H 1.369828 -0.823646 0.781670 -0.090 -0.123 0.207
H 1.723478 -3.417774 -0.824997 0.060 -0.338 0.490
H -0.053679 3.288286 0.300294 -0.068 0.148 -0.471
H 0.317295 -2.600717 2.699445 0.411 -0.066 0.101
H 2.085769 0.880124 -1.776659 -0.193 -0.125 -0.129
H -4.602889 -0.452272 0.909804 0.063 -0.015 -0.184
H -0.819108 -0.752476 1.922605 -0.127 -0.119 -0.234
H -3.111649 1.354943 1.753774 -0.205 -0.242 0.932
H 0.113097 -2.349464 -2.078520 -0.506 -0.092 -0.483
H 1.955763 3.759653 -3.974959 0.024 0.369 0.122
```
Forces are in eV/Å.

Summary:
**HOMO level (alpha / beta)**: -4.1 / -7.6 eV
**2S+1**: 4
**Kohn-Sham gap (alpha / beta)**: 4.54 / 7.89 eV
**E_LUMO (alpha / beta)**: 0.4219 / 0.2704 eV


Record 2
The following is a DFT calculation (ωB97M-V/def2-TZVPD) of C3H2CdLiO3 as an isolated structure at a distorted geometry.

The geometry in XYZ format:
```
10
Properties=species:S:1:pos:R:3:forces:R:3
Cd -2.988653 -2.834703 1.276403 -1.882 -3.532 1.128
O -1.455541 -1.712054 0.432235 1.539 1.159 -0.994
O 1.555512 -0.334573 -0.708035 -1.224 -0.864 -0.034
O -3.215258 -0.779355 1.363202 0.795 2.099 -0.771
C 1.641006 0.839460 -0.737106 1.848 1.568 0.469
C -2.162478 -0.711148 0.734138 -0.967 0.114 0.903
C 1.984708 2.100385 -0.705243 -0.914 -0.676 -0.524
Li 0.351487 -1.783406 -0.208659 0.841 0.385 -0.365
H 1.384261 2.828356 -1.251152 0.224 -0.109 0.206
H 2.904955 2.387039 -0.195784 -0.259 -0.145 -0.018
```
Forces are in eV/Å.

Summary:
**HOMO level (alpha / beta)**: -16.0 / -16.0 eV
**2S+1**: 2
**Total charge**: +2
**Kohn-Sham gap (alpha / beta)**: 4.42 / 3.47 eV
**E_LUMO (alpha / beta)**: -11.6006 / -12.5525 eV


Record 3
The following is a DFT calculation (ωB97M-V/def2-TZVPD) of a 2-piece molecular cluster, CH8NO overall.

The geometry in XYZ format:
```
11
Properties=species:S:1:pos:R:3:forces:R:3
O -0.567545 -0.076791 -0.766297 0.055 0.280 -0.161
N 1.373915 -1.039448 0.874187 0.078 -0.106 0.902
C -1.268846 1.164786 -0.535262 -0.317 -0.483 0.278
H 1.687565 -0.605400 1.751368 0.185 -0.056 -0.296
H 1.482688 -2.056533 0.981392 -0.300 0.267 -0.110
H -0.946010 1.538983 0.441163 0.058 0.255 -0.419
H -2.333216 0.964552 -0.477933 -0.216 -0.006 0.070
H 0.385753 -0.747658 0.719853 0.290 -0.338 -0.703
H -0.661508 -0.250609 -1.710452 0.080 -0.348 0.171
H 1.952375 -0.729813 0.090380 -0.188 0.146 0.054
H -1.105170 1.837931 -1.368398 0.276 0.388 0.215
```
Forces are in eV/Å.

Summary:
**HOMO level**: -15.0 eV
**2S+1**: 1
**Total charge**: +1
**Kohn-Sham gap**: 11.00 eV
**E_LUMO**: -4.0204 eV


Record 4
The following is a DFT calculation (ωB97M-V/def2-TZVPD) of a 2-piece molecular cluster, C4H14NO2 overall at a distorted geometry.

The geometry in XYZ format:
```
21
Properties=species:S:1:pos:R:3:forces:R:3
O -0.727218 -0.812983 -1.468089 -0.171 0.007 -0.103
O -2.752907 -2.128977 0.668506 0.104 0.063 0.037
N 0.139076 -0.487090 0.978025 0.276 0.352 0.547
C 0.967708 0.010317 -0.163940 0.986 0.159 -0.439
C 0.670332 1.466255 -0.483265 -0.268 0.044 0.344
C 0.677586 -0.930701 -1.307724 -0.506 -0.332 -0.510
C 0.833960 2.366652 0.720888 -0.171 0.716 0.639
H 0.452347 -1.417865 1.243098 -0.384 -0.287 -0.126
H 0.979411 -1.976896 -1.160517 -0.057 0.133 0.513
H 1.403130 1.776344 -1.219038 -0.041 -0.048 -0.390
H -3.580310 -2.242283 0.180590 0.196 0.062 0.128
H 1.859558 2.444475 1.085055 0.067 -0.085 -0.170
H 2.031987 -0.018401 0.090563 -0.195 -0.424 0.381
H -0.328877 1.559601 -0.902117 -0.017 0.030 -0.135
H -0.845344 -0.480160 0.683686 -0.147 -0.518 -0.060
H -1.097866 -1.376096 -2.156153 0.280 -0.055 0.038
H 0.474534 3.385264 0.544268 0.236 -0.151 -0.330
H 0.230655 0.085547 1.817574 0.020 0.223 -0.119
H 0.228589 2.081517 1.578874 -0.185 -0.283 0.162
H 1.230925 -0.626344 -2.184208 0.119 0.432 -0.359
H -2.847274 -2.678176 1.453922 -0.143 -0.038 -0.048
```
Forces are in eV/Å.

Summary:
**HOMO level**: -14.7 eV
**2S+1**: 1
**Total charge**: +1
**Kohn-Sham gap**: 11.60 eV
**E_LUMO**: -3.1248 eV


Record 5
The following is a DFT calculation (ωB97M-V/def2-TZVPD) of C7H10N4S in the gas phase at a distorted geometry.

The geometry in XYZ format:
```
22
Properties=species:S:1:pos:R:3:forces:R:3
S 0.731145 -1.461919 0.104997 -0.183 1.870 0.554
N 2.009101 -2.305225 1.972375 -0.311 1.242 -1.567
N 0.702174 -1.614457 1.717525 1.070 -0.533 -0.671
N -3.157240 -1.264421 -0.489538 -0.027 0.129 0.043
N -1.298618 -0.017305 -0.712874 -3.202 -1.294 -0.679
C -0.955119 -1.266650 -0.334844 0.946 -1.186 1.403
C 0.920944 0.410375 -0.266767 -4.577 0.605 -1.477
C 2.196320 1.125907 0.006466 -1.709 -2.581 1.613
C -2.082098 -1.998582 -0.103102 0.621 1.055 -1.350
C -0.624644 2.328742 -1.100929 4.033 0.494 1.882
C -2.678887 -0.107686 -0.841873 0.413 0.146 0.350
C -0.347005 0.959029 -0.691971 5.056 -2.066 0.961
H -0.202767 2.918391 -0.265090 0.283 0.142 -0.388
H -3.347749 0.609378 -1.199856 -0.296 1.516 -0.511
H 1.940324 2.089602 0.341098 0.239 1.291 0.686
H 2.757021 1.129867 -0.847956 1.781 0.344 -2.179
H -1.542044 2.706065 -1.096774 -4.438 0.654 -0.298
H 2.702474 -1.578166 2.124367 -0.058 -0.178 0.337
H 1.893610 -2.796623 2.811852 -0.260 -0.764 1.341
H -0.118219 2.671868 -1.973883 0.439 -0.091 -0.806
H 2.689718 0.466869 0.747556 0.154 0.957 -0.009
H -2.188443 -3.005060 0.099223 0.027 -1.751 0.764
```
Forces are in eV/Å.

Summary:
**HOMO level**: -7.8 eV
**2S+1**: 1
**Kohn-Sham gap**: 8.05 eV
**E_LUMO**: 0.2686 eV